[1]
Density functional theory data (wB97M-V/def2-TZVPD) for the molecule C29H26Cl2F17N2O7P at a distorted geometry.

Each line ends with the Mulliken charge.
Geometry (Å):
H1 0.30235 -3.49009 2.68435  0.275
C1 2.59560 4.07892 -1.70999  -0.618
O1 6.56274 0.96452 -1.37356  -0.527
P1 5.49390 2.29184 -1.10011  0.801
H2 2.77897 6.38301 2.44742  0.351
Cl1 1.99020 -0.68197 2.66611  -0.192
H3 3.81477 -2.11977 -1.56958  0.136
C2 -0.36229 2.42459 -1.39423  -0.668
H4 5.72701 -5.03062 -1.05687  0.382
F1 -5.74940 1.43008 0.15222  -0.327
C3 1.69954 -2.13217 1.56576  0.361
O2 4.53922 -0.72461 -0.10203  -0.473
F2 -7.73385 -3.11014 0.55996  -0.309
C4 4.81811 -4.69737 0.97725  -0.782
F3 -3.98930 0.16082 -0.67058  -0.192
C5 1.39216 -3.50730 2.30143  -1.315
H5 5.30007 -1.17786 -2.09428  0.131
C6 -5.74505 -2.22207 1.68135  0.597
O3 -1.27077 -0.99090 -0.72888  -0.476
C7 4.79846 -1.65995 -1.18736  0.193
H6 2.94722 3.69473 2.31203  0.204
H7 1.55370 3.14616 1.21178  0.138
C8 2.03083 -0.44654 -0.33434  0.020
H8 -1.43944 3.02114 0.63450  0.380
H9 1.27195 6.67185 1.44849  0.371
H10 2.00349 4.19330 -2.67608  0.315
F4 -3.06653 -0.65660 1.61349  -0.200
H11 4.06220 -4.26404 -1.15995  0.196
H12 1.54469 -4.43371 1.65712  0.374
H13 3.78926 -4.41689 1.37929  -0.017
C9 2.49257 2.55525 -1.26204  -0.316
Cl2 1.45885 -3.34246 -0.96606  -0.146
H14 6.40599 0.77625 -2.33574  0.346
F5 -6.72411 -0.00193 2.39351  -0.254
O4 6.02287 3.02082 0.35029  -0.507
C10 0.81793 0.42825 -0.69980  0.323
H15 6.62140 -2.96751 -1.46014  0.327
C11 -6.59366 -1.81221 -3.17281  0.636
C12 -5.51335 -0.75425 2.27841  0.358
F6 -7.90126 -3.62915 -2.22905  -0.242
F7 -5.86528 -4.11990 -3.06864  -0.286
O5 0.77507 5.60282 -0.80655  -0.565
N1 2.55347 5.06074 0.71864  0.188
C13 3.47337 0.16570 -0.45810  0.228
F8 -3.98247 1.03734 2.79137  -0.356
C14 -1.95049 1.99450 0.47757  -0.111
C15 -4.27269 0.08123 1.74672  0.700
C16 5.03660 -4.26151 -0.55608  -0.251
C17 -0.74467 0.13401 -0.73270  -0.254
H16 6.27968 -2.56847 0.33704  0.272
F9 -4.57517 -3.04502 1.72274  -0.245
C18 1.84750 4.98139 -0.58370  0.304
F10 -5.77291 -0.76501 -2.75437  -0.130
H17 2.04177 -3.54769 3.25173  0.370
H18 2.99062 7.23172 0.84085  0.258
F11 -5.18894 -1.01108 3.66600  -0.330
C19 -5.81080 -3.08313 -0.89076  0.660
F12 -7.92044 -1.31002 -3.33185  -0.259
C20 -6.56949 -3.13912 -2.28870  0.315
H19 1.31856 4.54956 2.45980  0.350
C21 1.74834 -1.94182 0.15593  0.273
F13 -6.17778 -2.14645 -4.49846  -0.259
H20 5.62976 -4.20892 1.61117  0.295
C22 3.72979 1.64296 -0.93497  1.214
C23 -6.55596 -2.32628 0.30416  0.525
O6 5.68052 3.21155 -2.33284  -0.730
H21 4.92625 -5.84323 1.04193  0.310
C24 -4.44387 0.94602 0.42169  0.847
C25 1.10888 1.89243 -1.12691  0.232
F14 -6.58382 -2.84948 2.67402  -0.314
N2 -1.36843 1.48081 -0.82166  0.407
F15 -7.04743 -1.10433 -0.20565  -0.258
C26 5.80131 -2.82768 -0.67985  -0.845
C27 -3.51497 2.27922 0.42494  -1.346
O7 -0.78356 3.42393 -2.00589  -0.556
C28 2.38814 6.39618 1.36040  -0.970
C29 2.03285 4.05524 1.70185  -0.676
F16 -5.71056 -4.45788 -0.47132  -0.322
H22 3.65571 4.49042 -1.77004  0.404
H23 -1.60521 1.36927 1.38575  0.324
H24 -3.73207 2.77330 -0.59720  0.412
H25 -3.87267 3.02426 1.20905  0.347
F17 -4.46569 -2.67330 -1.09464  -0.154
H26 6.75012 2.43434 0.67630  0.329

The value obtained for the HOMO energy is -9.49 eV. The gap between HOMO and LUMO comes out at 7.9 eV. As for the structure (SMILES): CCCCOc1c(/C(Cl)=C(/C)Cl)c2c(c(CC(=O)N(C)C)c1P(=O)(O)O)C(=O)N(CCC(F)(F)C(F)(F)C(F)(F)C(F)(F)C(F)(F)C(F)(F)C(F)(F)C(F)(F)F)C2=O.

---

[2]
Density functional theory data (wB97M-V/def2-TZVPD) for the ion C5H11N2 with charge +1 at a distorted geometry.

Each line ends with the Mulliken charge.
Geometry (Å):
C1 -0.13533 -0.79363 0.26872  0.518
C2 1.01928 0.38315 0.13446  0.410
H1 0.94257 0.72103 2.09196  0.283
C3 -1.26728 -0.56372 -0.65099  -0.413
H2 -1.01938 -0.81122 -1.71009  0.244
H3 0.92865 -1.82991 1.91837  0.269
H4 -0.57442 -2.59050 1.27421  0.342
H5 -2.02532 1.16391 -1.57800  0.357
H6 -0.79778 1.56387 -0.55275  0.350
H7 2.35475 1.50027 1.42708  0.276
N1 1.60751 0.31628 -1.10469  -0.258
C4 -1.61072 0.92998 -0.63360  -1.087
H8 2.40798 0.86196 -1.30017  0.242
C5 0.06251 -1.73818 1.22522  -1.060
N2 1.47404 0.92330 1.22624  -0.370
H9 1.18686 -0.03584 -1.90955  0.198
H10 -2.15587 -1.10895 -0.21964  0.391
H11 -2.39806 1.10819 0.09319  0.308

As for the net charge: +1. The value obtained for the HOMO energy is -14.15 eV. The gap between HOMO and LUMO comes out at 10.5 eV. As for the structure (SMILES): C=C(CC)C(N)=[NH2+].

---

[3]
Density functional theory data (wB97M-V/def2-TZVPD) for a structure of composition C5H10MgO2 at a distorted geometry.

Each line ends with the Mulliken charge.
Geometry (Å):
O1 -0.25656 -1.94361 -0.01592  0.029
C1 0.13248 0.33482 -0.58794  -0.489
H1 -1.77688 -0.62270 -0.49707  0.234
H2 1.10053 2.48514 -1.34447  0.308
H3 -0.16167 0.49510 -1.63582  0.305
Mg1 1.89058 -2.42860 0.66785  -0.322
H4 -0.63161 -3.93018 0.22960  0.243
H5 -1.69654 -2.85283 1.18501  0.330
H6 1.84004 4.35368 0.04661  0.257
C2 -1.19041 -2.98625 0.21719  -0.734
H7 1.28713 3.42621 1.56949  0.257
H8 -1.94007 -3.00232 -0.58604  0.275
O2 0.11412 1.51460 0.18982  -0.341
H9 -1.09690 -0.40675 1.09094  0.346
C3 0.76844 2.59233 -0.30565  0.020
C4 1.25280 3.55013 0.48674  -0.714
C5 -0.82150 -0.64651 0.05127  -0.331
H10 1.18601 0.06774 -0.76159  0.325

The value obtained for the HOMO energy (alpha / beta) is -5.98 / -5.98 eV. The gap between HOMO and LUMO (alpha / beta) comes out at 6.5 / 6.5 eV.

---

[4]
Density functional theory data (wB97M-V/def2-TZVPD) for the molecule C8H14N2O6 at a distorted geometry.

Each line ends with the Mulliken charge.
Geometry (Å):
H1 0.99364 0.15348 -1.05082  0.460
O1 -2.80073 1.47571 -0.39022  -0.694
H2 0.12369 -1.30847 -1.58911  0.663
H3 1.95120 2.09297 -2.19355  0.367
H4 -0.79973 2.84973 -0.60413  0.536
C1 -0.39163 -1.34490 2.22713  -1.186
H5 -2.47977 -0.67478 0.45435  0.287
O2 -0.96730 -3.36544 0.33065  -0.559
H6 -0.65674 -0.45543 2.83497  0.401
H7 0.52349 -0.65201 0.42851  0.479
C2 -0.49138 -2.38733 -0.11771  0.441
C3 0.88576 -1.96195 2.72104  0.641
O3 -0.01060 -2.35025 -1.36477  -0.589
C4 -1.66155 0.99360 -0.21794  0.060
N1 0.72727 1.58669 0.21646  -0.643
C5 1.02344 2.26422 -2.71783  -1.493
H8 0.39790 1.53750 1.20300  0.206
O4 0.47931 0.08268 -1.91179  -0.671
O5 1.89700 -2.08650 2.04349  -0.573
H9 -1.22622 -2.06403 2.30127  0.294
H10 1.25670 1.91862 -3.72527  0.372
O6 0.84223 -2.37836 4.01701  -0.454
C6 -0.45372 1.80629 -0.67615  0.315
H11 1.38066 2.34634 0.14050  0.220
C7 -0.07963 1.42230 -2.08866  0.004
N2 -1.53577 -0.25082 0.31268  0.065
H12 1.70457 -2.86467 4.12567  0.354
C8 -0.39453 -1.07835 0.72786  -0.080
H13 0.80195 3.36260 -2.69618  0.349
H14 -1.03951 1.33055 -2.74045  0.431

The value obtained for the HOMO energy is -9.83 eV. The gap between HOMO and LUMO comes out at 10.1 eV. As for the structure (SMILES): C[C@@H](O)[C@H](N)C(=O)N[C@@H](CC(=O)O)C(=O)O.